Entry 1:
The following is a DFT calculation (wB97M-V/def2-TZVPD) of a 2-piece molecular cluster, C6H14N2O2 overall at a distorted geometry.

Atoms and positions in Å:
C: 1.54767 1.14761 1.60097
N: 1.47116 0.38922 0.34825
C: 2.35779 0.58446 -0.65522
C: 2.38448 -0.44837 -1.72308
O: 3.19793 1.47680 -0.61468
H: 1.54684 0.47298 2.44786
H: 2.44966 1.74855 1.46693
H: 0.76432 1.90914 1.64256
H: 0.63721 -0.17013 0.24691
H: 1.91053 -0.06662 -2.64526
H: 3.35722 -0.68516 -2.15218
H: 1.85386 -1.37457 -1.50592
C: -1.32793 0.35052 -1.48460
N: -1.90052 0.22574 -0.13646
C: -1.72230 -0.92754 0.55826
C: -2.69718 -1.20079 1.70149
O: -0.89672 -1.78113 0.27651
H: -2.06799 0.82704 -2.12862
H: -0.40055 0.91450 -1.44731
H: -1.21563 -0.64888 -1.89567
H: -2.42571 0.99657 0.23226
H: -2.80431 -2.27153 1.81902
H: -2.35768 -0.70661 2.61144
H: -3.66212 -0.76180 1.43654

Results
E_HOMO: -0.342 Ha
E_tot: -497.02713 Ha
Net charge: 0
Molar mass: 146.19 g/mol

Results of the Mulliken charge analysis, in e, for atoms 1 through 8: C -1.0885; N -0.1027; C 0.7737; C -1.0586; O -0.6704; H 0.3207; H 0.4097; H 0.2984

---

Entry 2:
The following is a DFT calculation (wB97M-V/def2-TZVPD) of C40H44N5O4Sn as an isolated structure.

Atoms and positions in Å:
Sn: 0.09721 -0.82892 -0.87285
C: 2.53319 5.66986 0.70558
C: 2.04076 4.24727 0.74271
C: 2.83737 3.22869 1.26217
C: 2.36211 1.92955 1.26302
C: 3.10253 0.69731 1.46365
N: 3.71829 0.29910 2.51847
C: 3.81926 0.99065 3.80991
C: 2.92358 0.39294 4.88396
C: 3.22385 -1.04357 5.31033
N: 2.88726 -2.04560 4.29664
C: 1.74468 -2.14513 3.58201
C: 0.51967 -1.57842 3.79966
C: 0.07849 -1.00510 5.04696
C: -1.14417 -0.45689 5.19285
C: -1.65492 0.08289 6.49651
C: -1.99095 -0.39715 4.03290
C: -1.66476 -0.89888 2.81719
C: -2.63879 -0.69321 1.73925
N: -2.40380 -0.73249 0.49683
C: -3.55691 -0.50863 -0.37395
C: -3.14565 -0.21232 -1.81051
C: -2.34729 1.07575 -1.96707
N: -1.15426 1.15001 -1.12671
C: -0.85110 2.29003 -0.64128
C: 0.33394 2.58311 0.14162
C: 0.81601 3.89193 0.18719
C: 1.07671 1.56661 0.77342
O: 0.74404 0.32428 0.91864
C: -0.39813 -1.62953 2.63852
O: -0.12254 -2.23589 1.60807
H: 3.08097 5.92462 1.61275
H: 1.70394 6.36923 0.60964
H: 3.20195 5.83228 -0.14212
H: 3.83605 3.46019 1.61873
H: 3.20792 0.09079 0.56496
H: 4.14905 -0.61612 2.47622
H: 3.54394 2.03020 3.65227
H: 4.87528 0.96129 4.08424
H: 1.88762 0.47796 4.55817
H: 3.02657 1.03384 5.76201
H: 2.70482 -1.25427 6.24517
H: 4.28826 -1.15698 5.52187
H: 3.63629 -2.65160 4.00842
H: 1.82935 -2.74371 2.67936
H: 0.72068 -1.07179 5.91469
H: -0.90375 -0.00302 7.28040
H: -2.54547 -0.45691 6.82353
H: -1.93067 1.13529 6.40231
H: -2.95663 0.08971 4.14335
H: -3.64782 -0.44712 2.09934
H: -4.18615 0.30460 0.00663
H: -4.17021 -1.41499 -0.38713
H: -4.06937 -0.04699 -2.37291
H: -1.86735 -1.04568 -3.17230
H: -2.99514 1.93208 -1.75615
H: -2.02874 1.14721 -3.01144
H: -1.50164 3.14286 -0.86153
H: 0.21058 4.67255 -0.26393
C: 0.56463 -0.17222 -5.68288
C: 0.87240 0.08010 -4.22432
O: 0.05586 -0.34191 -3.39749
C: 2.07155 0.81473 -3.85661
C: 2.82387 1.44401 -4.87273
C: 3.94015 2.19202 -4.60746
C: 4.35207 2.32523 -3.27449
C: 3.65870 1.71831 -2.26185
C: 2.49711 0.93235 -2.50049
O: 1.92441 0.37049 -1.48385
H: -0.28674 -0.84484 -5.74643
H: 1.41745 -0.61265 -6.19814
H: 0.31807 0.76284 -6.18893
H: 2.50020 1.34306 -5.89927
H: 4.48926 2.66834 -5.40694
H: 5.23215 2.91343 -3.04246
H: 3.97621 1.82228 -1.23101
C: -2.08050 -3.81738 -0.86231
C: -3.09408 -3.66938 -1.96183
C: -3.91538 -4.74727 -2.27336
C: -4.80214 -4.68912 -3.33545
C: -4.85349 -3.54918 -4.11349
C: -4.06132 -2.44136 -3.82431
C: -4.14928 -1.25164 -4.74635
C: -3.20030 -2.49423 -2.72072
N: -2.39329 -1.34652 -2.35723
H: -2.18782 -4.78651 -0.37648
H: -2.16182 -3.04072 -0.10548
H: -1.06789 -3.75588 -1.26192
H: -3.84041 -5.65129 -1.68173
H: -5.43107 -5.53809 -3.56875
H: -5.51574 -3.51201 -4.97053
H: -4.48007 -1.57315 -5.73272
H: -3.18992 -0.74467 -4.87208
H: -4.86886 -0.51096 -4.39214

Results
E_HOMO: -0.357 Ha
E_tot: -2339.52470 Ha
Net charge: +1
Molar mass: 777.53 g/mol

Results of the Mulliken charge analysis, in e, for atoms 1 through 8: Sn 1.1013; C -1.7560; C 0.0478; C -0.2592; C -0.7807; C -0.1070; N 0.1110; C -0.8742

---

Entry 3:
The following is a DFT calculation (wB97M-V/def2-TZVPD) of C17H18BCdN7O3S as an isolated structure at a distorted geometry.

Atoms and positions in Å:
C: -2.89743 0.97381 -1.63835
N: -1.59671 1.24162 -1.44942
N: -1.07507 1.68413 -2.65852
C: -2.06662 1.64809 -3.59599
C: -3.23742 1.19451 -2.97520
B: 0.46484 2.07679 -2.69527
N: 0.94791 3.04726 -1.54521
N: 0.71040 2.78845 -0.20816
C: 1.29089 3.78752 0.49560
C: 1.93117 4.68045 -0.38586
C: 1.71842 4.15749 -1.65967
Cd: -0.39441 0.72745 0.33465
N: 1.36469 0.80425 -2.62587
N: 1.41564 0.03466 -1.48295
C: 2.25136 -0.98670 -1.75733
C: 2.75194 -0.87213 -3.07277
C: 2.17413 0.28554 -3.57860
H: 2.46857 -1.78058 -1.05469
H: 2.28203 0.78116 -4.53754
H: 3.42021 -1.55881 -3.56830
H: 0.66297 2.63362 -3.73226
H: 2.08038 4.51451 -2.61094
H: -1.95011 1.94011 -4.64366
H: 2.45212 5.58442 -0.13246
H: -4.20975 1.05029 -3.41384
H: 1.26662 3.88395 1.57551
H: -3.57716 0.63016 -0.85566
H: 1.52992 0.42755 1.47762
C: 1.44766 0.67809 2.54196
H: 2.22981 1.39778 2.79421
H: 0.47030 1.03963 2.84304
H: 1.67686 -0.20311 3.15440
O: 1.39388 -2.28902 0.72670
C: 0.18587 -2.31655 0.97193
N: -0.79260 -1.56888 0.34926
S: -2.28072 -1.60572 1.12427
O: -2.49684 -0.30652 1.76097
O: -3.33666 -2.16144 0.30964
C: -1.72269 -2.78146 2.31023
C: -2.42454 -3.23453 3.41485
C: -1.75679 -4.08779 4.30169
C: -0.39811 -4.40387 4.07402
C: 0.31057 -3.89065 2.98560
C: -0.40583 -3.11999 2.07048
H: -3.45186 -2.89991 3.53848
H: -2.30230 -4.48862 5.16274
H: 0.10051 -5.06597 4.77694
H: 1.37394 -4.07104 2.78374

Results
E_HOMO (alpha / beta): -0.516 / -0.516 Ha
E_tot: -1857.72589 Ha
Net charge: +2
Molar mass: 523.67 g/mol

Results of the Mulliken charge analysis, in e, for atoms 1 through 8: C -0.0894; N -0.5194; N 0.2400; C -0.0991; C -0.9141; B 0.1123; N 0.3121; N -0.3376

---

Entry 4:
The following is a DFT calculation (wB97M-V/def2-TZVPD) of C16H31N2OPSiTc as an isolated structure at a distorted geometry.

Atoms and positions in Å:
Tc: -0.07731 -0.22746 -0.03044
Si: 0.23939 -2.17968 -1.26454
P: 0.51655 0.95332 -2.00287
N: -1.82407 0.20245 -0.21946
H: 3.08334 1.20333 -0.06857
C: 0.77493 2.75485 -1.85948
H: 1.09242 3.19493 -2.82396
H: 1.54828 2.98575 -1.10618
H: -0.15839 3.26826 -1.57622
C: 1.96888 0.53092 -3.04184
H: 2.00397 1.22221 -3.90181
H: 1.88113 -0.49926 -3.41316
H: 2.90100 0.63841 -2.46721
C: -0.81324 0.95294 -3.25455
H: -0.46314 1.49210 -4.14585
H: -1.69276 1.46340 -2.84449
H: -1.07063 -0.07743 -3.51801
C: 1.88005 -3.05071 -1.51383
H: 2.33408 -3.28932 -0.54012
H: 2.59071 -2.44242 -2.09106
H: 1.70725 -4.00196 -2.05508
H: -0.50703 -3.15790 -0.39273
H: -0.41834 -2.31716 -2.56762
C: -3.12738 0.07851 -0.38969
C: -5.32558 0.92493 -0.01042
C: -3.97610 1.03639 0.23484
C: -3.61015 -0.98504 -1.19988
C: -4.96894 -1.04913 -1.42138
C: -5.82180 -0.10017 -0.82290
H: -6.00046 1.66771 0.44478
H: -3.50882 1.82105 0.84292
H: -2.89302 -1.68642 -1.62445
H: -5.35008 -1.82929 -2.05732
H: -6.89664 -0.14644 -1.01845
C: 3.05068 0.41857 0.67560
O: 1.91746 -0.42245 0.41619
C: 3.14583 0.86680 2.13610
H: 4.14433 1.29343 2.29690
H: 3.00477 0.12790 2.94714
H: 2.39490 1.64462 2.27788
C: 4.31664 -0.26244 0.11235
H: 5.01023 0.57789 -0.10075
H: 4.05384 -0.80142 -0.81779
H: 4.74392 -0.99828 0.82233
C: -0.65514 -0.44439 5.38046
C: 0.32130 0.16222 4.36564
C: -0.03264 -0.22800 3.04410
N: -0.31994 -0.60779 1.97215
H: -1.65922 -0.05355 5.21155
H: -0.40523 -0.21506 6.41588
H: -0.67828 -1.53207 5.29935
H: 0.27341 1.25476 4.40170
H: 1.35506 -0.13232 4.57975

Results
E_HOMO (alpha / beta): -0.215 / -0.254 Ha
E_tot: -1524.54609 Ha
Net charge: 0
Expectation value of S²: 3.798
Molar mass: 424.50 g/mol
Multiplicity: 4

Results of the Mulliken charge analysis, in e, for atoms 1 through 8: Tc 0.3436; Si 0.8346; P 1.2023; N -0.4624; H -0.1286; C -1.3459; H 0.4051; H 0.3411

---

Entry 5:
The following is a DFT calculation (wB97M-V/def2-TZVPD) of C4H16InN8O4 as an isolated structure at a distorted geometry.

Atoms and positions in Å:
In: -1.77292 0.10122 0.65633
C: 2.33841 0.38270 0.96801
O: 1.09607 0.45112 1.19883
N: 2.79371 0.37375 -0.29976
N: 3.22096 0.53761 1.95046
H: 2.08938 0.48501 -1.00732
H: 3.73853 0.67555 -0.48236
H: 2.96207 0.36414 2.91094
H: 4.14557 0.89376 1.75705
C: -3.72640 3.60345 1.41106
O: -3.41376 2.48731 0.92628
N: -3.12649 4.16445 2.45392
N: -4.80397 4.28336 0.92653
H: -3.37035 5.11730 2.67900
H: -2.35525 3.73722 2.93694
H: -5.34959 3.82756 0.20635
H: -5.27391 4.94336 1.52935
C: 0.32724 -3.35085 0.35822
O: -0.40544 -2.34876 0.17197
N: 1.67081 -3.20436 0.52180
N: -0.11097 -4.62350 0.39673
H: 2.05714 -2.32909 0.80812
H: 2.21420 -4.04461 0.63705
H: 0.53138 -5.39321 0.45418
H: -1.09795 -4.72607 0.57785
C: 0.38003 -0.59807 -2.78851
O: -0.32107 -0.08890 -1.87158
N: 1.21105 0.14946 -3.53006
N: 0.35687 -1.90982 -3.04994
H: 1.04393 1.14667 -3.47867
H: 2.08189 -0.21350 -3.88488
H: -0.19033 -2.50834 -2.44782
H: 1.05917 -2.38592 -3.59609

Results
E_HOMO: -0.695 Ha
E_tot: -1090.10279 Ha
Net charge: +3
Molar mass: 355.04 g/mol

Results of the Mulliken charge analysis, in e, for atoms 1 through 8: In 1.5167; C 0.5647; O -0.4077; N -0.3159; N -0.3783; H 0.2092; H 0.2291; H 0.2753

---

Entry 6:
The following is a DFT calculation (wB97M-V/def2-TZVPD) of C2H3N3O as an isolated structure at a distorted geometry.

Atoms and positions in Å:
N: 0.73120 -0.38467 -1.49328
C: 0.37093 0.07930 -0.32204
C: -0.76858 -0.27037 0.48258
N: -0.90945 0.33788 1.63422
N: -1.03403 0.85813 2.62545
O: 1.25050 0.95739 0.03002
H: 1.64051 0.51872 -1.13656
H: 0.23984 -1.08868 -2.02896
H: -1.52314 -0.99769 0.22169

Results
E_HOMO: -0.341 Ha
E_tot: -317.41705 Ha
Net charge: 0
Molar mass: 85.07 g/mol

Results of the Mulliken charge analysis, in e, for atoms 1 through 8: N -0.5943; C 0.6682; C -0.4392; N 0.5592; N -0.5576; O -0.6610; H 0.5151; H 0.1735